Entry from the Open Molecules 2025 dataset: a structure of composition C11H15BF4N4RuS at a distorted geometry (ωB97M-V/def2-TZVPD).

CARTESIAN COORDINATES (ANGSTROEM)
Ru  -0.5998  -0.0374  0.6943
C  3.9609  2.1952  -2.9330
C  2.5015  2.4503  -3.3054
N  1.7093  2.9446  -2.2018
C  1.3058  2.1488  -1.1875
S  0.3900  3.0223  0.1072
N  1.5924  0.8982  -1.1803
N  1.0850  -0.0002  -0.3589
C  1.8032  -1.1438  -0.1098
C  3.2898  -1.1384  -0.2653
C  1.0396  -2.2563  0.2780
C  1.5476  -3.5270  0.6546
C  0.6752  -4.5306  0.9762
C  -0.7073  -4.3066  0.9064
C  -1.1506  -3.0411  0.5674
N  -0.3226  -2.0555  0.2798
H  4.5163  1.8884  -3.8146
H  4.0230  1.4035  -2.1931
H  4.4082  3.1019  -2.5304
H  2.0409  1.5188  -3.6454
H  2.4503  3.1908  -4.1058
H  1.6482  3.9386  -2.0472
H  3.6487  -0.1131  -0.2088
H  3.5931  -1.5528  -1.2278
H  3.7537  -1.7234  0.5248
H  2.6133  -3.6728  0.7203
H  1.0490  -5.4937  1.2910
H  -1.4109  -5.0812  1.1555
H  -2.2097  -2.8076  0.5376
F  -1.3366  -2.0223  3.0793
B  -1.6131  -0.7000  3.2123
F  -0.3757  0.0169  3.1057
F  -2.3235  -0.2834  1.9839
F  -2.3161  -0.3677  4.2975
C  -1.0144  1.9717  0.3614
H  -1.5401  2.3701  1.2367
H  -1.6582  2.0089  -0.5343

Cartesian forces, eV/Å:
0.541 1.078 -0.112
-0.262 0.032 -0.092
0.364 -0.137 0.028
0.064 0.353 -0.090
-0.799 -0.296 1.148
0.633 0.060 -0.270
1.119 0.740 -1.648
-1.656 0.006 1.461
0.383 -0.188 -0.135
-0.309 0.014 0.096
0.166 -0.360 -0.117
0.008 0.348 -0.007
-0.132 0.116 -0.056
-0.066 0.193 -0.127
-0.288 -0.959 0.155
0.311 0.042 0.001
0.140 -0.026 -0.105
0.038 -0.041 0.105
0.104 0.034 0.025
0.023 0.128 -0.067
-0.109 -0.073 0.018
-0.096 -0.123 -0.046
0.059 -0.027 0.000
0.028 -0.013 -0.065
0.105 -0.067 0.035
0.103 -0.046 -0.057
0.044 -0.068 -0.005
-0.118 -0.069 0.000
0.088 0.011 0.099
-0.026 -0.822 0.115
0.387 0.063 0.015
0.120 0.243 -0.272
-0.208 0.189 -0.360
-0.445 0.307 0.531
-0.241 -0.572 -0.387
-0.010 -0.103 -0.155
-0.064 0.033 0.342

Its expectation value of S² is 6.0337. The calculation puts the gap between HOMO and LUMO (spin up / spin down) at 6.5 / 6.6 eV. Its multiplicity is 5.

---

Entry from the Open Molecules 2025 dataset: the molecule C11H15BN2O2 at a distorted geometry (ωB97M-V/def2-TZVPD).

CARTESIAN COORDINATES (ANGSTROEM)
C  2.9347  0.3013  -0.1637
C  1.6665  -0.4818  0.2839
C  2.1318  -1.9635  0.4197
C  1.1787  0.0965  1.6124
C  0.5335  -0.4044  -0.5670
C  -0.2362  -0.2280  -1.5271
C  -1.3293  -0.3907  -0.4201
C  -1.7262  -1.7620  -0.1979
C  -2.9178  -1.9919  0.3675
C  -3.6443  -0.8843  0.8438
N  -3.3808  0.3494  0.6339
C  -2.2315  0.6864  0.0274
N  -1.9443  1.8775  -0.4130
B  -0.9227  2.5568  -1.0195
O  -0.9227  3.1031  -2.2360
O  0.0120  2.8256  -0.0547
H  3.3610  -0.2558  -0.9679
H  2.9436  1.4030  -0.4541
H  3.6693  0.2609  0.6926
H  1.2736  -2.5012  0.8418
H  2.2602  -2.3472  -0.5652
H  2.9703  -2.0928  1.0614
H  1.1589  1.2967  1.5681
H  0.1614  -0.0610  1.8385
H  1.8447  -0.1063  2.3698
H  -0.4005  0.2084  -2.4917
H  -0.9969  -2.5873  -0.5522
H  -3.2647  -2.9640  0.5683
H  -4.4894  -1.2257  1.4394
H  -0.4167  3.9482  -2.4700
H  0.7237  3.3338  -0.4681

Cartesian forces, eV/Å:
0.716 1.111 0.747
1.536 0.503 1.681
-2.412 0.676 0.253
-0.127 4.314 -1.372
-1.151 0.048 0.179
-2.521 1.217 -0.703
2.356 -2.520 -0.393
1.774 -0.529 -1.169
0.889 -0.214 0.038
-0.504 -0.802 0.081
-1.244 0.674 1.731
2.825 2.227 -3.481
-3.449 -2.589 0.836
0.124 0.333 2.293
0.798 2.274 -2.982
2.361 1.069 -0.111
0.563 -0.214 -0.732
-0.889 -1.421 0.358
-0.739 -0.153 -0.783
0.257 -0.160 0.095
0.578 -0.475 -0.715
0.772 0.061 0.331
0.256 -2.513 -0.266
-1.030 -1.005 0.441
1.319 -0.841 1.921
0.193 -0.144 -0.512
-1.485 1.370 0.620
-0.407 -1.052 0.190
-0.443 0.908 0.026
-1.062 -2.167 0.929
0.147 0.017 0.472

The calculation puts the gap between HOMO and LUMO (spin up / spin down) at 7.7 / 7.7 eV. Its multiplicity is 1.

---

Entry from the Open Molecules 2025 dataset: a cluster of 2 separate species, C11H15BNO12S2 in total (ωB97M-V/def2-TZVPD).

CARTESIAN COORDINATES (ANGSTROEM)
C  -2.9063  2.6567  0.9192
C  -3.3458  2.8718  -0.5412
C  -2.5403  2.0523  -1.5606
C  -1.2790  2.7634  -2.0439
N  -0.2109  2.7657  -1.0233
C  1.0736  2.2334  -1.4063
S  2.1527  3.4436  -2.2513
O  0.9141  1.0655  -2.2018
S  0.7606  -0.2537  -1.2428
O  -0.5760  -0.7130  -1.2693
O  1.8449  -1.1030  -1.5649
O  1.0157  0.5132  0.1091
C  1.8288  1.6896  -0.1855
C  1.9381  2.5591  1.0447
H  -3.5926  1.9896  1.4418
H  -2.8593  3.5954  1.4747
H  -1.9173  2.1988  0.9665
H  -4.3993  2.5975  -0.6377
H  -3.2936  3.9351  -0.8013
H  -2.2228  1.1257  -1.0788
H  -3.1554  1.7948  -2.4257
H  -0.9180  2.3181  -2.9710
H  -1.5374  3.8060  -2.2717
H  -0.0648  3.7114  -0.6959
H  1.1658  4.0328  -2.9364
H  2.7950  1.2891  -0.5038
H  1.4689  2.0536  1.8869
H  1.4669  3.5299  0.8973
H  2.9849  2.7183  1.2969
B  1.0285  -4.8736  1.5049
O  1.3364  -3.5799  2.1502
C  1.3985  -3.7300  3.4611
O  1.6296  -2.8751  4.2679
C  1.1173  -5.2230  3.7721
O  1.0934  -5.7214  4.8606
O  0.9114  -5.8364  2.6192
O  -0.2100  -4.8033  0.7118
C  0.0481  -5.0951  -0.5547
O  -0.7403  -5.1186  -1.4539
C  1.5633  -5.4043  -0.6602
O  2.1527  -5.7113  -1.6549
O  2.0798  -5.2687  0.5521

Cartesian forces, eV/Å:
0.110 0.007 -0.047
-0.108 -0.100 -0.018
0.193 0.045 0.307
-0.095 0.254 -0.042
0.139 0.085 -0.269
-0.003 0.215 0.139
0.164 -0.067 -0.138
-0.282 -0.122 0.160
-0.001 0.142 -0.345
-0.072 -0.014 0.025
0.097 -0.099 -0.025
0.148 0.139 0.184
-0.149 -0.530 0.165
0.051 0.005 0.045
0.024 0.020 0.005
-0.079 -0.035 0.021
-0.009 0.060 -0.016
0.013 0.063 0.028
0.024 -0.034 -0.026
-0.124 -0.143 -0.219
0.010 0.048 0.000
0.030 -0.104 0.068
0.036 -0.060 -0.088
-0.045 -0.129 0.189
-0.045 -0.031 -0.033
0.083 0.287 -0.086
-0.065 0.050 -0.032
-0.024 -0.041 0.063
-0.027 0.056 -0.006
-0.003 0.008 -0.011
-0.005 -0.018 -0.005
0.002 0.019 -0.017
0.004 0.013 0.008
-0.004 -0.024 0.000
-0.001 -0.005 0.008
0.006 0.037 -0.011
0.050 -0.008 0.008
-0.050 0.047 -0.003
-0.003 -0.038 -0.006
0.035 0.025 0.011
0.000 -0.029 -0.004
-0.024 0.007 0.013

As for the charge: -1. The calculation puts the gap between HOMO and LUMO at 8.5 eV. Its multiplicity is 1.

---

Entry from the Open Molecules 2025 dataset: a structure of composition C11H15Br2ClF6O7S at a distorted geometry (ωB97M-V/def2-TZVPD).

CARTESIAN COORDINATES (ANGSTROEM)
C  -2.7924  -0.2750  -1.5850
C  -1.5463  -0.8215  -0.8532
Br  -1.5479  -2.7878  -1.2352
C  -1.5588  -0.6868  0.7019
Br  -3.3964  -0.6119  1.4686
O  -0.6683  0.2770  1.2478
S  -0.7503  1.8309  0.6842
O  -2.1609  2.1921  0.4004
O  -0.1088  1.8080  -0.9068
Cl  1.2270  2.8225  -0.9936
H  -3.0030  0.7835  -1.3902
H  -3.6672  -0.9174  -1.4223
H  -2.5761  -0.3571  -2.6668
H  -0.6064  -0.4816  -1.3055
H  -1.1966  -1.6491  1.0869
C  3.9185  8.9591  -1.4858
C  2.6073  8.4112  -0.9597
O  2.7410  7.0453  -0.5307
C  3.3484  6.8654  0.6379
O  3.7728  7.7325  1.3339
C  3.3964  5.3816  0.9816
F  3.8520  4.6437  -0.0371
F  2.1849  4.9149  1.2937
F  4.1839  5.1340  2.0165
H  4.3029  8.3232  -2.2850
H  3.7842  9.9702  -1.8692
H  4.6788  8.9877  -0.7056
H  1.8655  8.4054  -1.7569
H  2.2077  9.0224  -0.1495
C  -1.0788  -8.9666  -0.6020
C  -1.9218  -8.8853  0.6545
O  -1.5659  -7.7454  1.4547
C  -2.0097  -6.5725  1.0142
O  -2.6650  -6.4094  0.0336
C  -1.5869  -5.4584  1.9640
F  -0.2882  -5.5221  2.2609
F  -2.2550  -5.5257  3.1170
F  -1.8127  -4.2601  1.4453
H  -0.0175  -8.9700  -0.3482
H  -1.3134  -9.8715  -1.1622
H  -1.2500  -8.1086  -1.2516
H  -1.7384  -9.7598  1.2770
H  -2.9885  -8.8671  0.4272

Cartesian forces, eV/Å:
0.625 -0.176 -1.077
-1.205 -0.258 -0.055
0.148 0.603 -0.038
0.060 -1.507 -0.154
0.772 0.108 -0.208
-0.607 0.907 -1.455
-2.095 1.371 0.176
2.525 -1.079 0.553
-0.218 -0.579 0.443
0.143 -0.054 0.010
0.076 -0.377 0.296
0.270 0.396 0.285
-0.078 0.068 0.406
-0.336 0.045 0.475
-0.061 0.593 0.144
0.268 -0.209 0.129
-0.025 0.643 -0.351
-0.063 -0.428 0.099
-0.349 0.689 -0.669
0.257 0.000 0.551
0.169 -1.073 0.320
0.039 0.111 -0.417
-0.415 0.232 -0.038
0.257 0.354 0.257
-0.108 0.067 -0.076
-0.066 -0.031 -0.017
-0.087 0.083 0.037
-0.014 -0.283 0.073
0.131 -0.147 0.123
0.139 0.322 -0.066
-0.037 -0.601 -0.379
0.070 0.254 0.315
-0.020 -0.968 -0.158
-0.253 0.477 -0.263
0.332 0.779 0.577
0.338 -0.254 -0.105
-0.330 -0.294 0.177
-0.211 0.008 -0.219
-0.031 -0.137 0.041
-0.009 -0.023 0.068
-0.110 -0.061 0.002
0.064 0.204 0.195
0.045 0.225 -0.009

The calculation puts the gap between HOMO and LUMO at 9.7 eV. Its multiplicity is 1.

---

Entry from the Open Molecules 2025 dataset: a cluster of 2 separate species, C11H15BrN2O in total at a distorted geometry (ωB97M-V/def2-TZVPD).

CARTESIAN COORDINATES (ANGSTROEM)
Br  -2.1288  -1.6468  0.8295
N  -1.5157  -0.4016  -0.3068
C  -2.1969  0.3277  -1.1041
C  -3.6810  0.2136  -1.2636
C  -4.3453  1.2568  -1.8278
C  -3.6020  2.4135  -2.3265
N  -2.3169  2.5276  -2.2665
C  -1.5478  1.5212  -1.7261
H  -4.2183  -0.6131  -0.6856
H  -5.4606  1.2899  -1.9996
H  -4.1702  3.2303  -2.6934
H  -0.6919  2.0323  -1.0553
H  -0.9186  1.2462  -2.5419
O  1.7926  2.1000  0.8428
C  2.1811  1.0430  0.0732
C  2.0340  -0.3177  0.7728
C  1.4298  -0.5319  1.9603
C  1.6121  -1.8594  2.4650
C  2.5379  -2.5754  1.3543
C  2.6958  -1.6029  0.2394
H  2.4251  2.1126  1.4928
H  1.7430  0.8247  -0.8734
H  3.3059  1.1784  -0.0720
H  0.6578  0.1310  2.3581
H  0.6553  -2.3808  2.7495
H  2.1993  -1.8245  3.3538
H  3.4450  -2.9547  1.8528
H  1.9835  -3.4390  0.9664
H  3.8525  -1.4287  0.1327
H  2.2433  -1.8722  -0.7013

Cartesian forces, eV/Å:
-0.897 -0.906 0.329
1.757 1.709 -1.148
-1.901 -0.879 1.614
-0.819 0.289 0.799
-0.595 -1.005 -0.136
1.869 -0.633 0.670
-3.047 1.808 -0.689
3.181 0.169 1.530
0.869 1.104 -1.269
1.347 -0.258 0.552
-0.317 0.738 -0.551
-2.065 -1.270 -0.857
0.695 -0.844 -0.837
-3.452 1.109 -2.145
2.917 -3.122 0.576
0.212 0.255 1.009
-0.804 1.817 -2.235
0.214 -2.612 -0.129
-2.090 -1.400 1.584
2.824 2.512 0.498
2.029 0.447 2.746
-0.812 1.221 -0.981
-1.079 -0.503 -0.493
0.685 0.219 0.186
0.848 0.274 -0.538
0.341 -0.040 1.052
-0.210 0.346 -0.557
0.252 -0.125 0.309
-2.040 -0.118 -0.504
0.090 -0.301 -0.384

The calculation puts the energy relative to the best compared isomer or geometry (same formula, charge and spin) at 130.0 kcal/mol. The calculation puts the gap between HOMO and LUMO at 7.9 eV. Its multiplicity is 1.

---

Entry from the Open Molecules 2025 dataset: a structure of composition C11H15Cl2O2RhSn at a distorted geometry (ωB97M-V/def2-TZVPD).

CARTESIAN COORDINATES (ANGSTROEM)
Rh  0.2577  -0.8074  -3.2037
Cl  1.7444  -2.4241  -4.1277
C  1.4654  0.6128  -3.9577
C  -0.9582  -1.1173  -4.7624
H  0.9910  0.9201  -4.9037
H  1.5773  1.4699  -3.2748
H  2.4321  0.1214  -4.1577
H  -0.8042  -0.2934  -5.4792
H  -2.0098  -1.1473  -4.4357
H  -0.6622  -2.0729  -5.2286
Sn  -1.3454  -0.3715  -0.7751
C  -2.7348  -1.6650  0.1650
C  -0.8164  0.7644  -2.5097
H  -3.7464  -1.3826  -0.1403
H  -2.4859  -2.6668  -0.1986
H  -2.6129  -1.6034  1.2480
H  -1.6756  0.9025  -3.1814
H  -0.2181  1.6553  -2.2652
Cl  1.3414  1.5583  7.0920
C  1.1857  1.1290  5.4389
C  1.3701  -0.2041  5.0351
C  1.1569  -0.5556  3.6975
C  0.7391  0.4122  2.7748
C  0.6471  1.7509  3.1655
C  0.8665  2.1165  4.4930
C  0.2542  0.0075  1.4111
O  0.5244  -1.0941  0.8581
O  -0.5891  0.8566  0.8492
H  1.6690  -0.9476  5.7693
H  1.2865  -1.5839  3.3678
H  0.3738  2.5069  2.4310
H  0.7765  3.1528  4.8052

Cartesian forces, eV/Å:
0.931 -1.731 1.820
-0.329 0.291 0.752
1.621 1.735 -0.659
-2.099 -0.737 -2.062
0.236 0.052 0.393
0.132 -0.287 -0.434
-0.463 0.389 0.140
-0.064 -0.310 0.244
0.202 -0.049 -0.276
-0.317 0.487 0.155
1.808 -0.143 0.458
-0.415 0.135 -0.275
-0.288 0.383 -0.034
0.113 -0.205 0.205
-0.106 0.239 0.136
0.025 0.084 -0.202
0.413 0.292 0.193
-0.724 -0.272 0.142
0.106 0.062 0.312
-0.099 -0.338 -1.296
-0.070 0.414 -0.202
-0.065 0.306 0.171
0.049 -0.108 -0.062
-0.086 0.015 0.331
0.127 -0.420 0.054
-0.214 -0.647 -0.610
-0.675 1.752 0.864
0.433 -1.294 -0.358
-0.090 0.116 -0.158
-0.088 0.184 0.081
-0.004 -0.215 0.214
0.002 -0.179 -0.038

The calculation puts the energy relative to the best compared isomer or geometry (same formula, charge and spin) at 24.6 kcal/mol. Its expectation value of S² is 6.0164. The calculation puts the gap between HOMO and LUMO (spin up / spin down) at 6.3 / 7.0 eV. Its multiplicity is 5.